C5H8O2S | the ωB97M-V functional and the def2-TZVPD basis

XYZ file:
```
16
Properties=species:S:1:pos:R:3:nbo_charge:R:1
C 2.78 -0.82 -0.85 -0.778
C 0.37 0.01 -0.24 -0.283
C -0.87 0.38 0.10 -0.170
C -2.13 -0.02 -0.66 -0.609
C -1.20 1.01 1.42 0.752
H 2.47 -0.39 -1.88 0.227
H 2.67 -1.99 -0.98 0.228
H 3.99 -0.66 -0.80 0.237
H 0.44 -0.58 -1.24 0.215
H -1.81 -0.27 -1.60 0.200
H -2.55 -0.93 -0.10 0.223
H -2.93 0.79 -0.87 0.244
H -0.51 1.24 3.22 0.509
O -0.28 0.75 2.37 -0.670
O -2.40 1.46 1.49 -0.602
S 1.96 0.02 0.63 0.276
```

Computed properties:
* calculated total energy: -20243.0920 eV
* lowest unoccupied orbital energy: 0.61 eV
* charge: 0
* energy relative to the best compared isomer or geometry (same formula, charge and spin): 177.17 kJ/mol
* SMILES string: CS/C=C(/C)C(=O)O
* HOMO: -8.625 eV
* Kohn-Sham gap: 9.237 eV


C27H27N3O6S | the ωB97M-V functional and the def2-TZVPD basis

XYZ file:
```
64
Properties=species:S:1:pos:R:3:nbo_charge:R:1
C 4.25 3.87 -0.44 -0.254
H 3.90 3.63 -1.45 0.181
H 3.40 4.19 0.17 0.181
H 4.98 4.68 -0.50 0.199
O 4.94 2.79 0.14 -0.492
C 4.27 1.63 0.33 0.314
C 2.92 1.43 0.02 -0.322
C 2.34 0.20 0.28 -0.149
C 3.07 -0.85 0.82 -0.087
C 4.41 -0.65 1.12 -0.171
C 5.00 0.57 0.88 -0.252
H 6.04 0.74 1.10 0.224
H 4.99 -1.46 1.54 0.213
C 2.36 -2.15 1.10 -0.063
N 1.54 -2.52 -0.08 -0.278
C 2.08 -2.75 -1.30 0.658
O 3.27 -2.90 -1.46 -0.581
C 1.07 -2.80 -2.44 -0.173
H 0.46 -3.71 -2.37 0.239
H 1.62 -2.79 -3.39 0.222
O 0.22 -1.66 -2.39 -0.501
C -1.10 -1.89 -2.33 0.792
O -1.61 -2.97 -2.47 -0.595
C -1.87 -0.64 -2.06 -0.089
C -3.25 -0.66 -2.25 -0.158
C -4.01 0.46 -1.97 -0.219
C -3.40 1.60 -1.47 -0.164
C -2.04 1.61 -1.26 -0.346
C -1.26 0.51 -1.56 -0.177
H -0.19 0.56 -1.43 0.251
S -1.29 3.04 -0.47 2.329
O 0.12 3.06 -0.73 -0.950
O -2.07 4.20 -0.80 -0.934
N -1.49 2.76 1.16 -0.658
C -0.67 1.71 1.70 -0.426
H -0.63 1.81 2.79 0.209
H -1.05 0.72 1.45 0.183
H 0.33 1.84 1.30 0.235
C -2.86 2.77 1.62 -0.431
H -3.37 3.57 1.10 0.234
H -2.88 2.96 2.69 0.211
H -3.37 1.81 1.42 0.186
H -3.97 2.49 -1.25 0.241
H -5.08 0.44 -2.14 0.225
H -3.70 -1.57 -2.63 0.240
N 0.22 -2.42 0.16 -0.222
C 0.01 -2.12 1.39 0.198
C -1.32 -1.88 1.91 -0.023
C -1.51 -1.44 3.22 -0.209
C -2.78 -1.13 3.67 -0.216
C -3.88 -1.26 2.83 -0.207
C -3.69 -1.72 1.53 -0.200
C -2.43 -2.03 1.08 -0.202
H -2.28 -2.40 0.07 0.237
H -4.54 -1.83 0.87 0.217
H -4.86 -1.01 3.18 0.216
H -2.92 -0.79 4.69 0.217
H -0.67 -1.33 3.89 0.213
C 1.29 -2.01 2.19 -0.468
H 1.34 -2.81 2.94 0.235
H 1.37 -1.05 2.70 0.237
H 3.08 -2.95 1.29 0.232
H 1.30 0.06 0.03 0.198
H 2.32 2.21 -0.41 0.246
```

Computed properties:
* calculated total energy: -56027.5430 eV
* lowest unoccupied orbital energy: -0.09 eV
* charge: 0
* energy relative to the best compared isomer or geometry (same formula, charge and spin): 78.62 kJ/mol
* SMILES string: COc1ccc([C@H]2CC(c3ccccc3)=NN2C(=O)COC(=O)c2cccc(S(=O)(=O)N(C)C)c2)cc1
* HOMO: -8.343 eV
* Kohn-Sham gap: 8.256 eV


C4H12N3 | the ωB97M-V functional and the def2-TZVPD basis

XYZ file:
```
19
Properties=species:S:1:pos:R:3:nbo_charge:R:1
C -0.60 -0.97 -1.24 -0.732
C 0.92 1.12 1.53 -0.400
C -0.76 -0.73 1.79 -0.483
C 0.30 -0.24 -0.39 0.004
N 0.36 0.78 -3.10 -0.302
N 1.19 1.08 -2.37 0.020
N -0.22 0.32 0.84 -0.397
H -1.53 -1.39 -0.67 0.234
H -0.17 -1.92 -1.58 0.263
H -0.93 -0.30 -2.10 0.251
H 1.35 0.55 2.33 0.239
H 1.65 1.59 0.89 0.251
H 0.31 1.99 1.87 0.224
H -0.36 -1.75 1.47 0.250
H -0.38 -0.76 2.93 0.266
H -1.85 -0.94 1.81 0.261
H 1.36 -0.23 -0.48 0.220
H 0.24 0.77 -4.12 0.399
H -0.88 1.02 0.58 0.434
```

Computed properties:
* calculated total energy: -8801.1427 eV
* lowest unoccupied orbital energy (spin up / spin down): -3.02 / -3.86 eV
* charge: +1
* energy relative to the best compared isomer or geometry (same formula, charge and spin): 635.98 kJ/mol
* HOMO (spin up / spin down): -12.445 / -11.651 eV
* Kohn-Sham gap (spin up / spin down): 9.423 / 7.789 eV


C2H9N | the ωB97M-V functional and the def2-TZVPD basis

XYZ file:
```
12
Properties=species:S:1:pos:R:3:nbo_charge:R:1
C -0.15 3.08 -3.90 -0.845
H -0.25 2.21 -4.54 0.213
H -1.11 3.56 -3.82 0.210
H 0.15 2.82 -2.91 0.211
H 0.54 3.80 -4.32 0.211
C -0.14 -1.90 2.37 -0.417
N 0.76 -2.59 3.27 -0.850
H 0.38 -1.56 1.48 0.182
H -0.82 -2.66 1.97 0.187
H -0.82 -1.14 2.76 0.181
H 0.46 -3.52 3.51 0.358
H 1.00 -2.09 4.12 0.358
```

Computed properties:
* calculated total energy: -3709.5574 eV
* lowest unoccupied orbital energy: 1.20 eV
* charge: 0
* energy relative to the best compared isomer or geometry (same formula, charge and spin): 48.13 kJ/mol
* SMILES string: CN.C
* HOMO: -9.131 eV
* Kohn-Sham gap: 10.330 eV


C6H11ClN2 | the ωB97M-V functional and the def2-TZVPD basis

XYZ file:
```
20
Properties=species:S:1:pos:R:3:nbo_charge:R:1
C -2.51 0.78 0.40 -0.638
C -1.10 1.11 0.88 -0.245
N -0.11 0.19 0.33 -0.260
C 0.10 -1.04 0.91 -0.025
C 1.03 -1.73 0.18 -0.059
N 1.36 -0.89 -0.85 -0.293
C 0.73 0.27 -0.69 0.256
C 2.27 -1.11 -1.99 -0.402
H -3.10 -0.01 0.86 0.221
H -2.62 0.67 -0.68 0.201
H -3.11 1.67 0.64 0.250
H -1.08 1.12 1.97 0.299
H -0.83 2.10 0.51 0.245
H -0.38 -1.24 1.85 0.257
H 1.47 -2.70 0.34 0.248
H 0.83 1.13 -1.34 0.239
H 3.25 -1.36 -1.61 0.227
H 2.27 -0.24 -2.64 0.231
H 1.92 -1.97 -2.55 0.224
Cl -0.38 3.25 3.50 -0.978
```

Computed properties:
* calculated total energy: -21901.7134 eV
* lowest unoccupied orbital energy: -0.31 eV
* charge: 0
* energy relative to the best compared isomer or geometry (same formula, charge and spin): 74.83 kJ/mol
* HOMO: -6.461 eV
* Kohn-Sham gap: 6.147 eV


C14H23N2O | the ωB97M-V functional and the def2-TZVPD basis

XYZ file:
```
40
Properties=species:S:1:pos:R:3:nbo_charge:R:1
C 1.96 0.99 -2.83 -0.412
N 1.16 0.28 -1.81 -0.454
C 0.99 -1.11 -1.99 0.129
C -0.32 -1.61 -1.91 -0.252
C -0.54 -2.97 -2.10 -0.178
C 0.54 -3.84 -2.30 -0.207
C 1.84 -3.34 -2.39 -0.181
C 2.07 -1.96 -2.30 -0.234
C 0.91 0.86 -0.54 0.048
H 2.00 0.41 -3.77 0.240
H 1.51 1.95 -3.10 0.220
H 3.00 1.16 -2.52 0.205
H -1.13 -0.89 -1.76 0.209
H -1.57 -3.34 -2.08 0.227
H 0.36 -4.90 -2.42 0.232
H 2.69 -4.01 -2.53 0.233
H 3.07 -1.54 -2.43 0.227
H 1.63 0.49 0.26 0.218
H 0.86 1.94 -0.63 0.203
C 0.59 -1.29 3.68 -0.257
O 0.40 -0.34 2.62 -0.557
C -0.48 0.69 3.01 -0.070
C -0.62 1.70 1.87 -0.063
C -1.92 2.49 1.92 -0.419
C -2.42 2.60 0.49 -0.423
C -1.82 1.43 -0.28 -0.237
N -0.62 1.00 0.52 -0.442
H 1.36 -1.98 3.32 0.209
H 0.93 -0.81 4.62 0.184
H -0.32 -1.87 3.91 0.182
H -1.48 0.30 3.29 0.178
H -0.08 1.25 3.88 0.199
H 0.24 2.38 1.85 0.218
H -2.67 1.96 2.52 0.219
H -1.84 3.45 2.44 0.249
H -3.51 2.60 0.44 0.243
H -2.15 3.57 0.07 0.224
H -2.56 0.59 -0.34 0.225
H -1.50 1.73 -1.29 0.225
H -0.57 -0.01 0.60 0.441
```

Computed properties:
* calculated total energy: -19910.4732 eV
* lowest unoccupied orbital energy: -2.92 eV
* charge: +1
* energy relative to the best compared isomer or geometry (same formula, charge and spin): 172.15 kJ/mol
* HOMO: -11.738 eV
* Kohn-Sham gap: 8.814 eV


C30H24ClF3N4O2S5Sr | the ωB97M-V functional and the def2-TZVPD basis

XYZ file:
```
70
Properties=species:S:1:pos:R:3:nbo_charge:R:1
Sr -1.14 0.19 0.66 1.749
Cl -4.23 -6.62 0.51 -0.079
C -3.49 -5.08 0.89 -0.103
C -4.20 -4.13 1.65 -0.204
C -3.62 -2.94 1.98 -0.281
C -2.29 -2.58 1.56 0.435
O -1.75 -1.50 1.93 -0.814
C -1.62 -3.56 0.75 -0.173
C -0.28 -3.33 0.25 0.183
N 0.31 -2.20 0.18 -0.505
C 1.60 -2.12 -0.35 0.147
C 2.13 -2.98 -1.28 -0.256
C 3.44 -2.82 -1.79 -0.203
C 4.22 -1.77 -1.39 -0.214
C 3.70 -0.84 -0.47 -0.118
C 4.44 0.29 -0.04 -0.140
C 3.89 1.17 0.83 -0.272
C 2.57 0.94 1.28 0.067
N 1.84 -0.08 0.91 -0.438
C 2.39 -0.99 0.05 0.225
C -2.22 -4.79 0.46 -0.194
H -5.21 -4.36 1.96 0.206
H -4.16 -2.20 2.55 0.208
H 0.25 -4.24 -0.06 0.133
H 1.51 -3.78 -1.66 0.213
H 3.81 -3.52 -2.53 0.203
H 5.21 -1.63 -1.80 0.201
H 5.44 0.44 -0.44 0.201
H 4.43 2.05 1.17 0.212
H 2.10 1.64 1.97 0.220
H -1.68 -5.52 -0.14 0.205
S -0.37 1.63 3.94 -0.473
C 0.07 2.80 2.75 0.074
C 0.86 3.93 3.09 -0.312
C 1.26 4.82 2.11 -0.183
C 0.85 4.63 0.79 -0.335
C 0.07 3.52 0.53 0.038
N -0.30 2.62 1.45 -0.580
H 1.15 4.06 4.12 0.213
H 1.87 5.68 2.38 0.192
H 1.13 5.31 0.00 0.204
H -0.31 3.33 -0.48 0.230
S -3.39 0.65 -4.10 -0.382
C -2.77 0.59 -2.50 -0.484
S -2.14 2.00 -1.73 -0.467
S -2.72 -0.93 -1.65 -0.505
C -5.10 2.31 2.49 -0.827
S -3.36 1.91 2.80 1.309
C -3.67 0.71 4.11 -0.835
O -2.99 1.11 1.59 -1.040
H -5.60 1.39 2.16 0.231
H -5.11 3.04 1.68 0.241
H -5.55 2.72 3.39 0.204
H -3.57 1.22 5.07 0.224
H -2.89 -0.04 4.00 0.286
H -4.67 0.27 3.99 0.207
F 3.33 -0.63 -5.91 -0.328
C 3.44 0.47 -5.15 0.974
F 4.70 0.50 -4.66 -0.338
F 3.34 1.54 -5.98 -0.330
C 2.42 0.52 -4.05 -0.149
C 2.52 1.51 -3.09 -0.245
C 1.60 1.50 -2.06 0.041
N 0.63 0.59 -1.94 -0.415
C 0.53 -0.34 -2.89 0.039
C 1.41 -0.41 -3.97 -0.180
H 3.30 2.26 -3.13 0.215
H 1.64 2.26 -1.28 0.202
H -0.30 -1.04 -2.78 0.251
H 1.30 -1.18 -4.71 0.220
```

Computed properties:
* calculated total energy: -117247.8042 eV
* lowest unoccupied orbital energy: 4.03 eV
* charge: -2
* energy relative to the best compared isomer or geometry (same formula, charge and spin): 112.26 kJ/mol
* HOMO: -0.481 eV
* Kohn-Sham gap: 4.509 eV


C4H6OS | the ωB97M-V functional and the def2-TZVPD basis

XYZ file:
```
12
Properties=species:S:1:pos:R:3:nbo_charge:R:1
C 1.18 0.81 0.33 0.280
C -1.14 -0.29 -0.11 0.027
C -0.42 -1.36 0.27 -0.826
C 0.38 1.33 -0.69 -0.461
O 1.98 -0.16 0.21 -0.627
S -2.63 0.11 -0.37 0.186
H 1.05 1.27 1.37 0.130
H -0.14 -1.18 1.24 0.282
H -0.85 -2.39 0.22 0.260
H 0.53 -1.28 -0.24 0.315
H 0.29 0.96 -1.70 0.221
H -0.23 2.19 -0.52 0.213
```

Computed properties:
* calculated total energy: -17124.0838 eV
* lowest unoccupied orbital energy (spin up / spin down): -0.56 / -0.56 eV
* charge: 0
* energy relative to the best compared isomer or geometry (same formula, charge and spin): 390.39 kJ/mol
* HOMO (spin up / spin down): -8.401 / -8.400 eV
* Kohn-Sham gap (spin up / spin down): 7.837 / 7.836 eV


Repeat the seventh record exactly.
C30H24ClF3N4O2S5Sr | the ωB97M-V functional and the def2-TZVPD basis

XYZ file:
```
70
Properties=species:S:1:pos:R:3:nbo_charge:R:1
Sr -1.14 0.19 0.66 1.749
Cl -4.23 -6.62 0.51 -0.079
C -3.49 -5.08 0.89 -0.103
C -4.20 -4.13 1.65 -0.204
C -3.62 -2.94 1.98 -0.281
C -2.29 -2.58 1.56 0.435
O -1.75 -1.50 1.93 -0.814
C -1.62 -3.56 0.75 -0.173
C -0.28 -3.33 0.25 0.183
N 0.31 -2.20 0.18 -0.505
C 1.60 -2.12 -0.35 0.147
C 2.13 -2.98 -1.28 -0.256
C 3.44 -2.82 -1.79 -0.203
C 4.22 -1.77 -1.39 -0.214
C 3.70 -0.84 -0.47 -0.118
C 4.44 0.29 -0.04 -0.140
C 3.89 1.17 0.83 -0.272
C 2.57 0.94 1.28 0.067
N 1.84 -0.08 0.91 -0.438
C 2.39 -0.99 0.05 0.225
C -2.22 -4.79 0.46 -0.194
H -5.21 -4.36 1.96 0.206
H -4.16 -2.20 2.55 0.208
H 0.25 -4.24 -0.06 0.133
H 1.51 -3.78 -1.66 0.213
H 3.81 -3.52 -2.53 0.203
H 5.21 -1.63 -1.80 0.201
H 5.44 0.44 -0.44 0.201
H 4.43 2.05 1.17 0.212
H 2.10 1.64 1.97 0.220
H -1.68 -5.52 -0.14 0.205
S -0.37 1.63 3.94 -0.473
C 0.07 2.80 2.75 0.074
C 0.86 3.93 3.09 -0.312
C 1.26 4.82 2.11 -0.183
C 0.85 4.63 0.79 -0.335
C 0.07 3.52 0.53 0.038
N -0.30 2.62 1.45 -0.580
H 1.15 4.06 4.12 0.213
H 1.87 5.68 2.38 0.192
H 1.13 5.31 0.00 0.204
H -0.31 3.33 -0.48 0.230
S -3.39 0.65 -4.10 -0.382
C -2.77 0.59 -2.50 -0.484
S -2.14 2.00 -1.73 -0.467
S -2.72 -0.93 -1.65 -0.505
C -5.10 2.31 2.49 -0.827
S -3.36 1.91 2.80 1.309
C -3.67 0.71 4.11 -0.835
O -2.99 1.11 1.59 -1.040
H -5.60 1.39 2.16 0.231
H -5.11 3.04 1.68 0.241
H -5.55 2.72 3.39 0.204
H -3.57 1.22 5.07 0.224
H -2.89 -0.04 4.00 0.286
H -4.67 0.27 3.99 0.207
F 3.33 -0.63 -5.91 -0.328
C 3.44 0.47 -5.15 0.974
F 4.70 0.50 -4.66 -0.338
F 3.34 1.54 -5.98 -0.330
C 2.42 0.52 -4.05 -0.149
C 2.52 1.51 -3.09 -0.245
C 1.60 1.50 -2.06 0.041
N 0.63 0.59 -1.94 -0.415
C 0.53 -0.34 -2.89 0.039
C 1.41 -0.41 -3.97 -0.180
H 3.30 2.26 -3.13 0.215
H 1.64 2.26 -1.28 0.202
H -0.30 -1.04 -2.78 0.251
H 1.30 -1.18 -4.71 0.220
```

Computed properties:
* calculated total energy: -117247.8042 eV
* lowest unoccupied orbital energy: 4.03 eV
* charge: -2
* energy relative to the best compared isomer or geometry (same formula, charge and spin): 112.26 kJ/mol
* HOMO: -0.481 eV
* Kohn-Sham gap: 4.509 eV